No. 1
{
  "formula": "C20H14N4O2S2",
  "method": "ωB97M-V/def2-TZVPD",
  "charge": 0,
  "smiles": "Cc1ccc2nc(NC(=O)CSc3ncnc4c3oc3ccccc34)sc2c1",
  "spin_multiplicity": 1,
  "e_lumo_ev": -0.2,
  "homo_lumo_gap_ev": 7.84,
  "elements": ["C", "C", "C", "C", "C", "N", "C", "N", "C", "O", "C", "S", "C", "N", "C", "N", "C", "C", "O", "C", "C", "C", "C", "C", "C", "S", "C", "C", "H", "H", "H", "H", "H", "H", "H", "H", "H", "H", "H", "H", "H", "H"],
  "positions_angstrom": [[6.471541, 2.469257, 0.582006], [5.327858, 1.672325, 0.031429], [4.779282, 2.016362, -1.209168], [3.730208, 1.315436, -1.760350], [3.203831, 0.233752, -1.060727], [2.169213, -0.562331, -1.469856], [1.924264, -1.474812, -0.602309], [0.931667, -2.403841, -0.769351], [0.594147, -3.302285, 0.204009], [1.254110, -3.464493, 1.201757], [-0.589924, -4.188129, -0.139765], [-1.945375, -3.320031, -0.987799], [-2.077694, -1.938550, 0.082543], [-1.173240, -1.824997, 1.042882], [-1.215642, -0.784545, 1.862054], [-2.086861, 0.198502, 1.843613], [-3.011910, 0.108490, 0.890740], [-3.054291, -0.959078, -0.036427], [-4.078065, -0.836789, -0.909544], [-4.725047, 0.314092, -0.564727], [-5.844417, 0.842961, -1.183678], [-6.347439, 2.025079, -0.672335], [-5.757308, 2.662480, 0.419207], [-4.641439, 2.137931, 1.037301], [-4.119613, 0.949319, 0.538935], [2.916522, -1.500659, 0.846256], [3.754091, -0.115215, 0.189762], [4.807893, 0.598118, 0.733631], [6.775080, 2.093741, 1.555498], [6.189418, 3.516383, 0.684303], [7.325962, 2.419962, -0.092058], [5.195970, 2.857110, -1.744821], [3.310516, 1.584059, -2.716523], [0.361195, -2.303163, -1.599564], [-0.276358, -4.977898, -0.824285], [-0.971271, -4.632696, 0.778940], [-0.444326, -0.755567, 2.618180], [-6.296537, 0.346317, -2.026556], [-7.220059, 2.465575, -1.130133], [-6.186233, 3.583447, 0.783463], [-4.175179, 2.619547, 1.881433], [5.215454, 0.314844, 1.692039]],
  "atomic_forces_ev_per_a": [[-0.01, 0.02, -0.04], [-0.02, -0.09, 0.10], [-0.04, -0.04, 0.00], [-0.04, -0.06, 0.02], [0.58, 0.07, 0.73], [-0.68, -0.33, -0.53], [0.50, 0.14, 0.49], [-0.01, -0.12, -0.30], [-0.02, -0.42, -0.36], [0.06, -0.24, 0.12], [-0.42, 0.20, 0.12], [-0.04, -0.25, -0.25], [-0.24, 0.04, -0.11], [-0.38, -0.06, -0.03], [0.21, -0.03, 0.19], [-0.41, 0.59, 0.11], [0.31, -0.98, -0.54], [0.61, 0.57, 1.04], [-0.12, -0.42, -0.47], [0.00, 0.87, 0.72], [0.12, -0.27, -0.11], [0.05, -0.09, -0.03], [-0.01, 0.15, 0.12], [0.02, -0.14, -0.10], [-0.42, -0.08, -0.46], [0.21, 0.42, -0.24], [-0.37, -0.05, -0.44], [0.06, 0.09, -0.02], [0.07, 0.02, 0.07], [0.05, 0.08, 0.05], [0.10, 0.03, 0.02], [0.04, 0.10, -0.07], [-0.05, 0.04, -0.12], [0.02, 0.00, 0.14], [-0.01, 0.01, 0.01], [0.18, 0.05, -0.05], [0.08, 0.03, 0.10], [-0.07, -0.04, -0.10], [-0.07, 0.02, -0.05], [-0.03, 0.08, 0.03], [0.03, 0.08, 0.10], [0.11, 0.02, 0.13]]
}

***

No. 2
{
  "formula": "C20H15BrN3O4SeV",
  "method": "ωB97M-V/def2-TZVPD",
  "s_squared": 2.020,
  "charge": 0,
  "spin_multiplicity": 3,
  "e_lumo_ev": [-0.3, -0.4],
  "homo_lumo_gap_ev": [7.51, 7.73],
  "elements": ["V", "N", "C", "C", "C", "C", "C", "N", "C", "C", "C", "C", "C", "N", "H", "H", "H", "H", "H", "H", "H", "H", "H", "Br", "C", "C", "C", "C", "C", "C", "C", "C", "C", "C", "H", "H", "H", "H", "H", "H", "O", "Se", "O", "O", "O"],
  "positions_angstrom": [[-0.159653, -0.751013, -0.010424], [2.722657, -1.790467, -0.519671], [2.259097, -1.044641, -1.602414], [3.056118, -1.040712, -2.752777], [2.633481, -0.346245, -3.854679], [1.426629, 0.346506, -3.805368], [0.713555, 0.309826, -2.637668], [1.112592, -0.370380, -1.540891], [2.326654, -1.885590, 0.811938], [3.033438, -2.742063, 1.654349], [2.695307, -2.781010, 2.978973], [1.695775, -1.941057, 3.476647], [1.043289, -1.137127, 2.592532], [1.332281, -1.126393, 1.262840], [3.510502, -2.378022, -0.744331], [3.990447, -1.586759, -2.758483], [3.238781, -0.339955, -4.752075], [1.046826, 0.898756, -4.651620], [-0.228019, 0.830288, -2.529131], [3.807791, -3.380150, 1.250050], [3.215601, -3.461657, 3.640678], [1.421516, -1.937041, 4.520203], [0.246452, -0.478626, 2.900920], [1.132476, 1.966327, 0.825080], [-0.600344, 2.756540, 0.849062], [-0.713883, 3.994459, 1.398067], [-1.974953, 4.635053, 1.387226], [-3.040724, 4.018327, 0.808185], [-2.919661, 2.728169, 0.230104], [-4.036619, 2.114689, -0.387991], [-3.912789, 0.888609, -0.961865], [-2.678530, 0.200707, -0.908266], [-1.555970, 0.716386, -0.287572], [-1.678225, 2.037215, 0.257901], [0.149709, 4.484473, 1.825951], [-2.077612, 5.618080, 1.828141], [-4.006467, 4.508797, 0.775955], [-4.983750, 2.641418, -0.396101], [-4.764339, 0.421660, -1.441103], [-2.646003, -0.788073, -1.354031], [-1.438400, -1.602018, 1.365439], [-1.224264, -3.077666, 0.585456], [-2.587505, -3.873249, 0.277743], [-0.581587, -2.342961, -0.855930], [-0.001673, -3.913408, 1.248952]],
  "atomic_forces_ev_per_a": [[-1.04, 1.37, 0.06], [-0.13, -0.14, 0.00], [0.22, -0.08, 0.23], [0.09, -0.09, 0.06], [0.04, 0.02, -0.17], [0.01, 0.03, -0.02], [-0.09, 0.07, 0.20], [0.83, 0.02, -0.86], [0.09, 0.40, -0.30], [0.11, -0.12, -0.04], [0.06, -0.07, 0.19], [0.16, -0.03, 0.01], [0.05, -0.02, -0.34], [0.80, -0.47, 0.80], [-0.11, 0.04, 0.01], [-0.01, 0.01, -0.01], [-0.02, 0.00, 0.01], [0.02, 0.01, 0.00], [-0.02, 0.00, 0.01], [0.00, 0.01, 0.02], [-0.02, 0.01, 0.00], [0.01, -0.01, 0.00], [-0.10, -0.03, -0.05], [-0.13, -0.05, 0.04], [-0.09, -0.12, -0.11], [-0.16, 0.13, 0.01], [0.15, 0.00, 0.03], [-0.01, -0.06, -0.03], [-0.11, 0.03, -0.03], [0.02, 0.12, 0.07], [0.12, -0.11, -0.09], [-0.02, 0.10, 0.02], [-0.50, 0.56, -0.07], [0.12, -0.01, -0.02], [-0.02, 0.00, 0.00], [0.02, -0.01, 0.00], [0.00, -0.02, 0.00], [0.02, 0.01, 0.00], [0.02, -0.01, -0.01], [-0.01, -0.05, 0.07], [0.18, -0.39, -0.15], [-0.58, -1.35, 0.40], [0.53, 0.41, 0.08], [-0.04, -0.42, 0.22], [-0.46, 0.31, -0.24]]
}

***

No. 3
{
  "formula": "C20H15Cl3N2OS",
  "method": "ωB97M-V/def2-TZVPD",
  "charge": 0,
  "smiles": "Clc1ccc([C@@H](Cn2ccnc2)OCc2csc3c(Cl)cccc23)c(Cl)c1",
  "spin_multiplicity": 1,
  "e_lumo_ev": 0.3,
  "homo_lumo_gap_ev": 8.80,
  "elements": ["Cl", "C", "C", "C", "C", "C", "C", "N", "C", "C", "N", "C", "O", "C", "C", "C", "S", "C", "C", "Cl", "C", "C", "C", "C", "C", "Cl", "C", "H", "H", "H", "H", "H", "H", "H", "H", "H", "H", "H", "H", "H", "H", "H"],
  "positions_angstrom": [[-1.411458, 1.924853, -3.516899], [-0.930892, 1.672833, -1.883324], [-1.739161, 2.121264, -0.849922], [-1.360535, 1.865610, 0.452422], [-0.188958, 1.179126, 0.750242], [0.122427, 0.880881, 2.200835], [0.575610, 2.171358, 2.922162], [1.808096, 2.645901, 2.368064], [1.963683, 3.444694, 1.268137], [3.307922, 3.523031, 1.046903], [3.975429, 2.788593, 1.974208], [3.057923, 2.274052, 2.740511], [-1.031463, 0.382244, 2.853663], [-1.068527, -1.027215, 3.015449], [-0.702728, -1.788890, 1.776443], [0.388505, -2.584936, 1.672759], [0.619425, -3.273814, 0.107990], [-0.787350, -2.444730, -0.475539], [-1.290092, -2.456698, -1.770745], [-0.479852, -3.366055, -2.992806], [-2.425887, -1.728107, -2.058219], [-3.065464, -1.003558, -1.053078], [-2.577888, -0.983039, 0.233429], [-1.416681, -1.695186, 0.536618], [0.624216, 0.776645, -0.303701], [2.122081, -0.027380, -0.008657], [0.256674, 1.011832, -1.619952], [-2.652361, 2.652241, -1.064857], [-1.990589, 2.176771, 1.271838], [0.939904, 0.151432, 2.261928], [0.713225, 1.951926, 3.984362], [-0.200501, 2.932662, 2.816840], [1.129414, 3.880864, 0.758723], [3.838174, 4.055999, 0.284238], [3.243364, 1.639258, 3.583858], [-2.099040, -1.243555, 3.311539], [-0.395110, -1.326351, 3.832060], [1.094244, -2.827716, 2.444609], [-2.816168, -1.726034, -3.062859], [-3.957199, -0.447828, -1.298774], [-3.073206, -0.418782, 1.007208], [0.888631, 0.677541, -2.426765]],
  "atomic_forces_ev_per_a": [[-0.08, 0.04, -0.28], [0.14, -0.06, 0.39], [0.07, 0.10, -0.03], [0.25, 0.02, -0.05], [0.15, -0.14, 0.02], [0.27, 0.22, 0.06], [-0.53, -0.65, 0.13], [0.21, 0.17, -0.06], [0.09, 0.26, -0.26], [-0.29, 0.08, -0.13], [0.56, -0.21, 0.23], [0.05, -0.07, 0.12], [-0.06, 0.40, 0.03], [0.00, -0.32, 0.09], [0.28, 0.01, 0.31], [-0.24, -0.06, -0.24], [-0.17, 0.04, 0.01], [0.08, -0.03, 0.16], [-0.24, 0.19, 0.09], [0.07, -0.07, -0.11], [0.17, -0.17, -0.08], [-0.05, -0.03, 0.11], [-0.01, -0.13, 0.02], [-0.01, -0.30, -0.46], [-0.34, 0.22, 0.04], [0.22, 0.00, -0.02], [-0.06, -0.01, -0.04], [-0.11, 0.03, -0.06], [-0.13, 0.04, 0.06], [-0.11, 0.17, 0.00], [-0.03, 0.07, -0.10], [0.09, 0.00, 0.08], [-0.21, 0.07, -0.09], [0.01, 0.17, -0.20], [-0.04, -0.18, 0.24], [0.12, -0.02, 0.05], [-0.12, 0.01, -0.07], [0.12, 0.03, 0.22], [-0.02, -0.01, -0.13], [-0.09, 0.07, -0.03], [-0.07, 0.12, 0.07], [0.05, -0.04, -0.08]]
}

***

Ordered E_tot results: -52694.57702; -194719.43576; -74414.38199; unit eV.